Computed, not measured: a structure of composition C56H112F24N6O18P2S8 at a distorted geometry, with ωB97M-V/def2-TZVPD.

Results
* M: 1932.0 g/mol
* frontier orbital gap: 9.0 eV
* LUMO: -0.293 eV
* largest force on an atom: 4.6 eV/A

The geometry in ORCA input format:
```
! RIJCOSX wB97M-V def2-TZVPD def2/J DEFGRID3
* xyz 0 1
C 6.750 -5.553 2.691
C 7.469 -4.573 1.776
C 8.064 -3.326 2.541
C 6.941 -2.578 3.362
P 7.253 -0.918 3.864
C 8.659 -0.656 4.997
C 9.982 -0.232 4.322
C 11.130 -0.528 5.239
C 12.475 0.012 4.687
C 5.745 -0.241 4.745
C 5.914 1.215 5.264
C 4.726 1.518 6.155
C 4.902 2.884 6.940
C 7.518 -0.059 2.293
C 6.204 -0.131 1.433
C 6.142 1.026 0.489
C 4.769 1.079 -0.118
H 6.087 -5.024 3.387
H 7.302 -6.225 3.262
H 6.058 -6.193 2.114
H 6.729 -4.103 1.104
H 8.134 -5.080 1.158
H 8.571 -2.744 1.748
H 8.776 -3.596 3.297
H 6.742 -3.200 4.265
H 5.958 -2.542 2.826
H 8.777 -1.612 5.445
H 8.286 0.096 5.768
H 10.123 0.830 3.936
H 10.217 -0.817 3.431
H 11.185 -1.624 5.357
H 10.998 -0.056 6.233
H 13.220 -0.179 5.453
H 12.430 1.074 4.370
H 12.739 -0.582 3.819
H 5.607 -0.935 5.635
H 5.000 -0.289 3.901
H 5.934 1.952 4.446
H 6.806 1.375 5.872
H 4.650 0.756 6.863
H 3.796 1.604 5.535
H 3.947 3.099 7.453
H 5.242 3.669 6.273
H 5.698 2.790 7.693
H 8.416 -0.438 1.812
H 7.806 0.963 2.571
H 5.300 -0.076 2.142
H 6.139 -1.061 0.877
H 6.933 0.921 -0.311
H 6.330 1.988 1.073
H 4.031 0.849 0.624
H 4.634 0.417 -0.941
H 4.604 2.003 -0.606
C -1.579 -4.558 0.568
C -1.414 -4.884 -0.947
C -1.974 -3.629 -1.699
C -2.127 -3.852 -3.211
P -3.795 -4.370 -3.683
C -4.491 -5.601 -2.536
C -3.766 -6.969 -2.614
C -3.703 -7.726 -1.339
C -2.904 -8.997 -1.625
C -4.765 -2.927 -3.392
C -4.387 -1.533 -3.897
C -5.354 -0.531 -3.178
C -5.126 -0.429 -1.672
C -3.925 -4.995 -5.375
C -3.031 -4.361 -6.401
C -3.391 -4.781 -7.819
C -2.520 -4.154 -8.911
H -0.976 -5.291 1.179
H -2.585 -4.479 1.014
H -1.083 -3.543 0.669
H -1.958 -5.746 -1.268
H -0.405 -5.208 -1.252
H -1.201 -2.852 -1.562
H -2.916 -3.370 -1.243
H -1.463 -4.654 -3.574
H -2.070 -2.896 -3.736
H -5.583 -5.719 -2.604
H -4.476 -5.071 -1.596
H -2.773 -6.729 -3.083
H -4.346 -7.509 -3.376
H -4.782 -7.935 -0.975
H -3.289 -7.157 -0.565
H -3.355 -9.826 -2.232
H -2.521 -9.501 -0.766
H -1.961 -8.686 -2.197
H -4.710 -2.859 -2.296
H -5.850 -3.100 -3.563
H -4.403 -1.484 -4.944
H -3.329 -1.177 -3.700
H -6.389 -0.782 -3.444
H -5.144 0.493 -3.637
H -4.141 -0.043 -1.483
H -5.323 -1.338 -1.061
H -5.856 0.284 -1.302
H -4.944 -4.791 -5.750
H -3.759 -6.107 -5.213
H -1.969 -4.448 -6.172
H -3.123 -3.221 -6.434
H -4.458 -4.716 -8.012
H -3.320 -5.881 -7.838
H -2.754 -4.528 -9.887
H -1.513 -4.551 -8.671
H -2.462 -3.055 -8.981
C -0.767 3.161 4.310
C -1.044 1.938 3.477
N -0.611 2.001 2.029
C -1.430 2.874 1.267
C 0.818 2.434 1.929
C 1.931 1.649 2.495
C -0.793 0.565 1.503
C -0.168 0.223 0.107
O -0.793 0.916 -0.980
C -0.011 0.627 -2.196
H 0.273 3.543 4.140
H -0.810 2.838 5.369
H -1.476 3.951 4.091
H -2.097 1.706 3.420
H -0.495 1.050 3.813
H -1.062 3.874 1.407
H -2.449 2.817 1.625
H -1.341 2.641 0.288
H 0.887 3.459 2.291
H 1.047 2.541 0.868
H 2.848 2.113 2.121
H 1.879 0.582 2.274
H 2.055 1.839 3.579
H -1.907 0.425 1.491
H -0.293 -0.154 2.214
H -0.335 -0.862 -0.010
H 0.882 0.391 0.124
H -0.465 -0.303 -2.587
H 1.062 0.530 -2.006
H -0.207 1.421 -2.871
C -7.179 4.358 -0.813
C -6.019 5.215 -1.387
N -5.150 5.628 -0.262
C -4.240 6.722 -0.826
C -6.011 6.132 0.868
C -5.260 6.499 2.134
C -4.236 4.484 0.278
C -3.955 3.474 -0.774
O -3.221 4.033 -1.849
C -2.491 3.081 -2.576
H -7.439 3.703 -1.607
H -7.974 5.062 -0.463
H -6.840 3.714 0.038
H -6.397 6.155 -1.778
H -5.408 4.750 -2.144
H -3.656 6.221 -1.686
H -3.564 6.904 -0.009
H -4.785 7.625 -1.101
H -6.594 5.282 1.156
H -6.710 6.885 0.456
H -5.865 7.271 2.658
H -4.302 6.942 2.014
H -5.268 5.669 2.794
H -4.728 4.001 1.115
H -3.413 4.960 0.764
H -4.938 3.113 -1.134
H -3.571 2.590 -0.297
H -3.100 2.580 -3.353
H -1.982 2.352 -1.966
H -1.586 3.609 -2.991
C -6.668 -0.237 2.300
F -7.840 0.183 2.838
F -6.036 -1.087 3.187
F -6.995 -1.005 1.265
S -5.605 1.176 2.072
O -4.266 0.745 1.898
O -6.286 1.856 0.994
N -5.737 1.842 3.491
S -6.794 2.811 4.085
O -7.262 3.811 3.205
O -7.731 2.231 5.070
C -5.653 3.620 5.363
F -6.234 4.142 6.367
F -4.744 2.690 5.778
F -4.875 4.648 4.749
C 2.337 -3.948 3.340
F 1.839 -3.329 4.435
F 3.472 -4.503 3.683
F 1.445 -4.969 2.985
S 2.628 -2.717 1.986
O 1.313 -2.253 1.639
O 3.519 -1.806 2.601
N 3.536 -3.505 0.892
S 2.920 -4.162 -0.415
O 3.959 -4.934 -0.993
O 1.512 -4.636 -0.363
C 2.742 -2.627 -1.534
F 3.954 -2.008 -1.720
F 2.130 -2.963 -2.657
F 1.961 -1.668 -0.972
C -0.473 7.333 -0.874
F -1.333 8.344 -0.834
F -0.888 6.508 -1.808
F 0.694 7.846 -1.211
S -0.430 6.686 0.863
O -0.256 7.759 1.762
O -1.651 5.879 0.921
N 0.782 5.624 0.850
S 2.350 5.513 0.947
O 2.998 6.800 0.860
O 2.716 4.520 1.937
C 2.765 4.863 -0.737
F 4.060 4.890 -0.913
F 2.366 3.622 -0.930
F 2.148 5.511 -1.722
C 1.034 -0.652 -5.927
F 1.777 -1.712 -6.099
F 1.035 -0.275 -4.619
F 1.571 0.358 -6.621
S -0.713 -1.173 -6.453
O -0.513 -2.257 -7.335
O -1.331 -1.599 -5.173
N -1.322 0.107 -7.094
S -2.869 0.254 -7.354
O -3.544 -1.027 -7.229
O -3.490 1.394 -6.788
C -2.894 0.596 -9.178
F -4.185 0.532 -9.531
F -2.398 1.731 -9.573
F -2.199 -0.370 -9.826
*
```

These are the Mulliken partial charges, in e, on atoms 1 to 5:
1 C -1.016
2 C -0.329
3 C -0.778
4 C -0.254
5 P 1.018